[1]
Entry from OMol25: a 5-piece molecular cluster, C2H14N2O4 overall in a non-equilibrium geometry (wB97M-V/def2-TZVPD).

- energy relative to the best compared isomer or geometry (same formula, charge and spin) (eV) = 9.2870
- multiplicity = 1
- HOMO energy (eV) = -9.588
- total charge = 0
- E (eV) = -13462.578

Last column: Mulliken charge in e.
Cartesian coordinates (Å):
C 0.49 -0.84 -2.23  -0.70
N -0.25 0.92 -0.34  -0.16
C 1.05 0.30 -0.08  -0.42
N 1.24 -0.94 -0.90  -0.30
H 0.67 -1.65 -2.88  0.31
H 0.80 0.15 -2.64  0.37
H -0.57 -0.62 -2.03  0.28
H -1.09 0.30 -0.43  0.18
H -0.50 1.70 0.32  0.32
H 1.09 0.24 0.96  0.45
H 0.73 -1.61 -0.30  0.42
H 2.82 1.54 3.25  0.30
O 2.40 1.27 2.45  -0.63
H 1.64 1.88 2.44  0.33
H -1.54 -2.06 1.10  0.25
O -1.17 -1.89 0.22  -0.75
H -0.51 2.04 2.79  0.23
H -2.31 -1.49 -0.58  0.39
O 0.09 2.04 2.08  -0.76
H -3.84 -1.31 -1.31  0.28
H 1.65 1.08 -0.51  0.34
O -2.89 -1.04 -1.36  -0.73

***

[2]
Entry from OMol25: a 5-piece molecular cluster, C2H14N2O4 overall in a non-equilibrium geometry (wB97M-V/def2-TZVPD).

- energy relative to the best compared isomer or geometry (same formula, charge and spin) (eV) = 0.7146
- multiplicity = 1
- HOMO energy (eV) = -9.808
- total charge = 0
- E (eV) = -13471.151

Last column: Mulliken charge in e.
Cartesian coordinates (Å):
C -0.44 -1.46 -0.81  -0.75
N 0.94 -1.45 -0.36  -0.54
C 1.22 -1.56 0.87  0.16
N 0.27 -1.48 1.89  -0.45
H -0.66 -2.48 -1.16  0.27
H -0.61 -0.78 -1.66  0.35
H -1.23 -1.05 -0.16  0.06
H 2.24 -1.56 1.23  0.37
H -0.67 -1.78 1.71  0.28
H 0.56 -1.64 2.84  0.18
O -2.42 0.43 1.43  -0.64
H -2.28 1.29 1.82  0.34
H -1.59 -0.02 1.65  0.35
O -1.83 1.27 -1.60  -0.66
H -2.09 1.07 -0.69  0.33
H -0.93 1.63 -1.49  0.35
O 1.11 2.52 0.53  -0.64
H 1.19 1.69 0.05  0.33
H 1.68 3.05 -0.07  0.32
O 1.82 1.09 -1.80  -0.66
H 1.97 1.04 -2.75  0.30
H 1.76 0.18 -1.48  0.35

***

[3]
Entry from OMol25: a 5-piece molecular cluster, C2H14N2O4 overall in a non-equilibrium geometry (wB97M-V/def2-TZVPD).

- energy relative to the best compared isomer or geometry (same formula, charge and spin) (eV) = 1.5949
- multiplicity = 2
- HOMO energy (alpha / beta) (eV) = -14.295 / -14.291
- total charge = +1
- <S²> = 0.756
- E (eV) = -13461.961

Last column: Mulliken charge in e.
Cartesian coordinates (Å):
C -0.81 -2.06 2.05  -0.76
N 2.12 -2.31 1.22  -0.40
C 1.27 -1.26 1.05  0.34
N 0.06 -1.17 1.42  0.01
H -1.15 -1.62 3.00  0.32
H -0.36 -3.04 2.41  0.34
H -1.62 -2.28 1.36  0.32
H 1.74 -3.25 1.12  0.26
H 3.09 -2.22 0.89  0.30
H 1.67 -0.35 0.63  0.21
H -0.44 2.18 -0.05  0.35
H -0.03 2.05 1.49  0.28
O -0.26 2.65 0.78  -0.62
H -2.65 2.74 -2.94  0.32
H -3.62 1.65 -3.62  0.30
O -2.91 1.81 -2.99  -0.66
H 1.99 1.42 -0.14  0.34
H 2.03 1.10 -1.61  0.36
O 2.62 1.26 -0.85  -0.64
H -1.49 1.32 -2.06  0.36
H -0.69 0.27 -1.35  0.34
O -0.57 1.11 -1.81  -0.66

***

[4]
Entry from OMol25: a 5-piece molecular cluster, C2H14O4 overall in a non-equilibrium geometry (wB97M-V/def2-TZVPD).

- energy relative to the best compared isomer or geometry (same formula, charge and spin) (eV) = 0.0000
- multiplicity = 2
- HOMO energy (alpha / beta) (eV) = -14.227 / -14.226
- total charge = +1
- <S²> = 0.755
- E (eV) = -10480.003

Last column: Mulliken charge in e.
Cartesian coordinates (Å):
C -1.49 1.86 -1.52  -0.73
C -0.75 3.02 -0.86  -0.75
H -0.82 1.29 -2.21  0.20
H -1.85 1.12 -0.80  0.22
H -2.35 2.10 -2.15  0.31
H 0.25 2.73 -0.43  0.18
H -1.26 3.37 0.04  0.27
H -0.55 3.88 -1.53  0.29
H 0.68 -3.38 -1.41  0.45
H 0.39 -3.61 0.11  0.46
O 0.47 -4.09 -0.75  -0.08
H 1.07 0.81 2.63  0.32
H 1.72 -0.42 2.94  0.33
O 0.92 -0.13 2.48  -0.65
H -0.56 -1.59 1.66  0.35
H -1.14 -3.06 1.91  0.36
O -0.84 -2.42 1.25  -0.67
H 1.86 -0.34 0.30  0.35
H 2.02 -0.29 -1.22  0.36
O 2.22 -0.84 -0.45  -0.57

***

[5]
Entry from OMol25: a 5-piece molecular cluster, C2H14O4S overall in a non-equilibrium geometry (wB97M-V/def2-TZVPD).

- energy relative to the best compared isomer or geometry (same formula, charge and spin) (eV) = 1.2072
- multiplicity = 1
- HOMO energy (eV) = -8.372
- total charge = 0
- E (eV) = -21325.806

Last column: Mulliken charge in e.
Cartesian coordinates (Å):
C 1.28 -6.22 1.24  -0.80
S 2.25 -4.66 1.23  -0.07
C 2.53 -4.31 2.97  -0.74
H 0.97 -6.27 0.20  0.27
H 0.41 -6.10 1.88  0.29
H 1.91 -7.05 1.52  0.28
H 3.54 -4.55 3.32  0.27
H 2.41 -3.24 3.13  0.28
H 1.85 -4.91 3.56  0.23
O -6.77 2.57 -1.47  -0.64
H -6.58 3.46 -1.14  0.32
H -5.98 2.18 -1.84  0.32
O -1.47 4.57 -1.81  -0.65
H -1.48 5.01 -2.68  0.33
H -0.53 4.53 -1.59  0.32
O 0.75 6.55 -0.39  -0.65
H -0.19 6.73 -0.51  0.34
H 1.20 7.21 -0.94  0.32
O 1.58 1.23 -2.32  -0.64
H 0.64 1.09 -2.14  0.33
H 1.69 2.18 -2.22  0.31

***

[6]
Entry from OMol25: a 5-piece molecular cluster, C2H14O4S2 overall in a non-equilibrium geometry (wB97M-V/def2-TZVPD).

- energy relative to the best compared isomer or geometry (same formula, charge and spin) (eV) = 0.7996
- multiplicity = 1
- HOMO energy (eV) = -8.786
- total charge = 0
- E (eV) = -32161.263

Last column: Mulliken charge in e.
Cartesian coordinates (Å):
C 0.99 1.07 -0.32  -0.65
S -0.82 1.08 -0.20  -0.11
S -1.28 -0.74 0.55  -0.09
C -1.40 -1.82 -0.90  -0.39
H 1.34 0.47 0.51  0.16
H 1.27 0.55 -1.24  0.24
H 1.43 2.04 -0.51  0.34
H -1.71 -1.32 -1.81  0.08
H -0.47 -2.31 -1.21  0.09
H -2.09 -2.60 -0.58  0.33
O 2.57 0.91 2.54  -0.60
H 2.62 1.85 2.73  0.31
H 2.93 0.46 3.31  0.30
O 2.36 -1.95 -2.01  -0.63
H 2.39 -1.39 -1.22  0.32
H 1.78 -2.66 -1.70  0.30
O -1.31 -0.75 -3.97  -0.60
H -0.84 -0.25 -4.64  0.30
H -2.21 -0.41 -4.13  0.30
O -0.04 2.22 4.01  -0.62
H 0.57 2.14 3.28  0.31
H -0.60 1.44 3.93  0.31

***

[7]
Entry from OMol25: a 5-piece molecular cluster, C2H14O5 overall in a non-equilibrium geometry (wB97M-V/def2-TZVPD).

- energy relative to the best compared isomer or geometry (same formula, charge and spin) (eV) = 0.8250
- multiplicity = 1
- HOMO energy (eV) = -10.427
- total charge = 0
- E (eV) = -12538.332

Last column: Mulliken charge in e.
Cartesian coordinates (Å):
C -2.26 1.26 -0.12  -0.96
C -1.07 1.61 -0.98  -0.15
O 0.08 1.70 -0.11  -0.45
H -2.10 1.67 0.88  0.24
H -3.16 1.64 -0.51  0.38
H -2.33 0.18 0.03  0.19
H -1.19 2.55 -1.52  0.30
H -0.83 0.79 -1.66  0.25
H 0.85 1.97 -0.61  0.23
O 2.09 -2.01 -0.14  -0.60
H 1.85 -1.10 -0.30  0.26
H 1.30 -2.56 -0.19  0.33
O 0.02 0.03 2.30  -0.63
H 0.11 0.89 1.88  0.31
H 0.83 -0.46 2.18  0.31
O 2.74 0.92 -1.16  -0.62
H 2.90 0.20 -0.54  0.29
H 2.77 0.46 -2.01  0.33
O -0.71 -3.41 0.53  -0.66
H -0.87 -2.48 0.72  0.33
H -1.01 -3.84 1.33  0.32

***

[8]
Entry from OMol25: a 5-piece molecular cluster, C2H15N2O4 overall in a non-equilibrium geometry (wB97M-V/def2-TZVPD).

- energy relative to the best compared isomer or geometry (same formula, charge and spin) (eV) = 2.2607
- multiplicity = 1
- HOMO energy (eV) = -12.146
- total charge = +1
- E (eV) = -13480.225

Last column: Mulliken charge in e.
Cartesian coordinates (Å):
C -2.04 0.57 1.14  0.06
C -1.67 -0.27 0.11  -0.58
N -0.45 -0.03 -0.70  0.04
N -2.89 0.45 2.14  -0.38
H -1.53 1.53 1.13  0.27
H -2.23 -1.13 -0.05  0.35
H -0.27 1.02 -1.01  0.37
H 0.33 -0.45 -0.21  0.21
H -0.63 -0.57 -1.57  0.39
H -3.56 -0.25 2.07  0.17
H -2.98 0.94 2.95  0.17
H 0.86 -0.46 2.40  0.26
H 2.23 0.25 2.32  0.28
O 1.55 -0.23 1.89  -0.54
H 0.74 2.91 -0.05  0.31
H 1.53 2.42 -1.40  0.35
O 0.67 2.58 -0.90  -0.69
H 1.51 -1.45 -2.34  0.38
H 1.47 -1.12 -3.94  0.32
O 1.04 -1.15 -3.09  -0.62
H 1.98 -2.54 -0.52  0.28
H 2.50 -1.38 0.07  0.23
O 1.83 -1.64 -0.42  -0.61

***

[9]
Entry from OMol25: a 5-piece molecular cluster, C2H15NO4 overall in a non-equilibrium geometry (wB97M-V/def2-TZVPD).

- energy relative to the best compared isomer or geometry (same formula, charge and spin) (eV) = 1.7268
- multiplicity = 1
- HOMO energy (eV) = -8.344
- total charge = 0
- E (eV) = -11996.425

Last column: Mulliken charge in e.
Cartesian coordinates (Å):
C 0.17 3.03 1.62  -0.74
N 0.20 2.38 0.29  -0.31
C 1.50 2.52 -0.32  -1.03
H -0.53 3.85 1.51  0.24
H 1.19 3.22 1.94  0.33
H -0.22 2.37 2.39  0.25
H -0.03 1.42 0.15  0.24
H 2.33 1.96 0.16  0.36
H 1.63 2.27 -1.38  0.30
H 1.92 3.54 -0.37  0.36
O -0.72 -0.29 2.83  -0.65
H -0.40 -0.77 2.06  0.44
H -1.59 -0.26 3.14  0.28
O -0.07 -1.97 0.96  -0.69
H -0.20 -2.83 1.42  0.30
H 0.47 -2.27 0.21  0.32
O -1.23 -1.27 -3.24  -0.66
H -2.07 -1.38 -3.68  0.31
H -1.21 -0.35 -2.97  0.32
O 0.34 -3.31 -1.84  -0.66
H 1.26 -3.13 -2.03  0.32
H -0.22 -2.69 -2.29  0.38

***

[10]
Entry from OMol25: C2H16CdO7 as an isolated structure in a non-equilibrium geometry (wB97M-V/def2-TZVPD).

- energy relative to the best compared isomer or geometry (same formula, charge and spin) (eV) = 0.0000
- multiplicity = 2
- HOMO energy (alpha / beta) (eV) = -12.588 / -12.087
- total charge = +1
- <S²> = 0.758
- E (eV) = -21221.202

Last column: Mulliken charge in e.
Cartesian coordinates (Å):
Cd -0.86 0.28 0.20  1.20
C 2.46 -1.54 0.57  -1.14
C 2.20 -0.65 -0.68  -0.20
O 0.90 -0.13 -0.90  -0.56
H 2.10 -2.56 0.43  0.33
H 2.29 -1.13 1.56  0.25
H 3.54 -1.68 0.68  0.41
H 2.54 -1.20 -1.56  0.35
H 2.92 0.16 -0.65  0.33
O -2.17 -1.16 -0.19  -0.77
H -2.08 -2.08 -0.52  0.18
O -0.55 -0.82 -3.19  -0.59
H -0.05 -0.58 -2.40  0.46
H -0.03 -0.48 -3.91  0.32
O 0.28 1.87 1.17  -0.47
H 0.22 2.76 0.83  0.25
H 0.98 1.90 1.81  0.27
O -0.43 -0.63 2.13  -0.48
H -0.89 -1.32 2.60  0.28
H -0.29 0.05 2.79  0.30
O -2.34 1.27 1.34  -0.43
H -3.02 0.64 1.60  0.32
H -2.76 2.13 1.43  0.25
O -1.62 1.53 -1.34  -0.48
H -1.13 2.20 -1.82  0.29
H -2.22 1.17 -1.99  0.32

***

Q: Which formula does entry 9 have?
A: C2H15NO4

***

Please write out number 10 again, unchanged.
Entry from OMol25: C2H16CdO7 as an isolated structure in a non-equilibrium geometry (wB97M-V/def2-TZVPD).

- energy relative to the best compared isomer or geometry (same formula, charge and spin) (eV) = 0.0000
- multiplicity = 2
- HOMO energy (alpha / beta) (eV) = -12.588 / -12.087
- total charge = +1
- <S²> = 0.758
- E (eV) = -21221.202

Last column: Mulliken charge in e.
Cartesian coordinates (Å):
Cd -0.86 0.28 0.20  1.20
C 2.46 -1.54 0.57  -1.14
C 2.20 -0.65 -0.68  -0.20
O 0.90 -0.13 -0.90  -0.56
H 2.10 -2.56 0.43  0.33
H 2.29 -1.13 1.56  0.25
H 3.54 -1.68 0.68  0.41
H 2.54 -1.20 -1.56  0.35
H 2.92 0.16 -0.65  0.33
O -2.17 -1.16 -0.19  -0.77
H -2.08 -2.08 -0.52  0.18
O -0.55 -0.82 -3.19  -0.59
H -0.05 -0.58 -2.40  0.46
H -0.03 -0.48 -3.91  0.32
O 0.28 1.87 1.17  -0.47
H 0.22 2.76 0.83  0.25
H 0.98 1.90 1.81  0.27
O -0.43 -0.63 2.13  -0.48
H -0.89 -1.32 2.60  0.28
H -0.29 0.05 2.79  0.30
O -2.34 1.27 1.34  -0.43
H -3.02 0.64 1.60  0.32
H -2.76 2.13 1.43  0.25
O -1.62 1.53 -1.34  -0.48
H -1.13 2.20 -1.82  0.29
H -2.22 1.17 -1.99  0.32

***

Repeat the first record exactly.
Entry from OMol25: a 5-piece molecular cluster, C2H14N2O4 overall in a non-equilibrium geometry (wB97M-V/def2-TZVPD).

- energy relative to the best compared isomer or geometry (same formula, charge and spin) (eV) = 9.2870
- multiplicity = 1
- HOMO energy (eV) = -9.588
- total charge = 0
- E (eV) = -13462.578

Last column: Mulliken charge in e.
Cartesian coordinates (Å):
C 0.49 -0.84 -2.23  -0.70
N -0.25 0.92 -0.34  -0.16
C 1.05 0.30 -0.08  -0.42
N 1.24 -0.94 -0.90  -0.30
H 0.67 -1.65 -2.88  0.31
H 0.80 0.15 -2.64  0.37
H -0.57 -0.62 -2.03  0.28
H -1.09 0.30 -0.43  0.18
H -0.50 1.70 0.32  0.32
H 1.09 0.24 0.96  0.45
H 0.73 -1.61 -0.30  0.42
H 2.82 1.54 3.25  0.30
O 2.40 1.27 2.45  -0.63
H 1.64 1.88 2.44  0.33
H -1.54 -2.06 1.10  0.25
O -1.17 -1.89 0.22  -0.75
H -0.51 2.04 2.79  0.23
H -2.31 -1.49 -0.58  0.39
O 0.09 2.04 2.08  -0.76
H -3.84 -1.31 -1.31  0.28
H 1.65 1.08 -0.51  0.34
O -2.89 -1.04 -1.36  -0.73

***

Q: Which of these has the highest energy relative to the best compared isomer or geometry (same formula, charge and spin)?
A: number 1